DFT (the ωB97M-V functional and the def2-TZVPD basis) results for a structure of composition C50H45IrN3O6P2S.

Properties
- E_HOMO (alpha / beta) (Ha) = -0.2747 / -0.2767
- ⟨S²⟩ = 0.79
- multiplicity = 2

Each line ends with the Löwdin spin population.
Geometry (Å):
Ir 0.4162 -0.1346 -1.1650  0.00
O 2.2477 -0.1716 -0.2279  0.00
C 2.8254 -1.2400 0.2296  0.00
C 4.2361 -1.3279 0.1729  0.00
C 4.9069 -2.3604 0.7710  0.00
C 4.2185 -3.3804 1.4629  0.00
C 2.8531 -3.3470 1.4823  0.00
C 2.1356 -2.3043 0.8545  0.00
C 0.7164 -2.3945 0.8140  0.00
N -0.0876 -1.5485 0.2802  0.00
C -1.5254 -1.8782 0.3093  0.00
C -2.3283 -0.7358 -0.2780  0.00
N -1.7141 -0.4574 -1.5547  0.00
C -2.4102 -0.0847 -2.5629  0.00
C -1.9540 -0.1556 -3.9361  0.00
C -2.4818 0.6873 -4.9117  0.00
C -2.0471 0.6128 -6.2187  0.00
C -1.0660 -0.3121 -6.5579  0.00
C -0.5330 -1.1745 -5.6125  0.00
C -0.9920 -1.1124 -4.3037  0.00
O -0.5871 -1.9180 -3.3005  0.03
H 4.7536 -0.5448 -0.3636  0.00
H 5.9872 -2.3983 0.7046  0.00
H 4.7652 -4.1738 1.9534  0.00
H 2.2906 -4.1376 1.9705  0.00
H 0.2827 -3.2865 1.2778  0.00
H -1.8517 -2.0680 1.3349  0.00
H -1.6973 -2.7790 -0.2879  0.00
H -2.2693 0.1263 0.3758  0.00
H -3.3782 -1.0227 -0.3739  0.00
H -3.4369 0.2633 -2.4072  0.00
H -3.2160 1.4319 -4.6248  0.00
H -2.4398 1.2900 -6.9644  0.00
H -0.6994 -0.3601 -7.5749  0.00
H 0.2792 -1.8375 -5.8757  0.00
C -1.6307 -6.0906 -1.4034  -0.01
C -0.6345 -5.0993 -1.9471  0.02
C -0.9634 -4.2425 -2.9421  0.20
C -0.0237 -3.2173 -3.4922  0.06
C 1.3063 -3.2361 -2.8075  0.23
C 1.6323 -4.1379 -1.8508  0.01
C 0.6842 -5.0818 -1.4050  0.34
S 2.4588 -2.0123 -3.3115  0.01
O 2.4271 -2.0640 -4.7649  0.01
O 3.7203 -2.3431 -2.6869  0.01
N 1.8990 -0.6271 -2.7455  0.01
C 2.1642 0.5332 -3.5918  0.00
C 0.9137 1.3388 -3.6872  0.00
O 0.6371 2.0152 -4.6574  0.00
O 0.1881 1.2822 -2.5933  0.00
H -2.5288 -6.1244 -2.0183  0.00
H -1.9217 -5.8285 -0.3831  0.00
H -1.1980 -7.0918 -1.3733  0.00
H -1.9600 -4.2518 -3.3716  0.01
H 0.1007 -3.3719 -4.5694  0.02
H 2.6301 -4.1038 -1.4304  0.00
H 0.9515 -5.7857 -0.6259  0.02
H 2.5183 0.2862 -4.5878  0.00
H 2.8656 1.2277 -3.1028  0.00
C -1.4058 2.1975 1.6965  0.00
P -0.0899 1.7260 0.4661  0.00
C -0.2604 3.0952 -0.7159  0.00
C -1.5159 3.3482 -1.2615  0.00
C -1.6654 4.2527 -2.3005  0.00
C -0.5581 4.9138 -2.8074  0.00
C 0.6991 4.6512 -2.2843  0.00
C 0.8522 3.7328 -1.2584  0.00
C 1.3684 2.1135 1.4895  0.00
C 2.0424 1.0715 2.1206  0.00
C 3.1831 1.3188 2.8682  0.00
C 3.6424 2.6176 3.0205  0.00
C 2.9397 3.6705 2.4490  0.00
C 1.8061 3.4223 1.6896  0.00
P -2.1456 0.8653 2.7556  0.00
C -3.1556 1.8816 3.9011  0.00
C -3.6848 3.1259 3.5715  0.00
C -4.5442 3.7832 4.4459  0.00
C -4.8964 3.1983 5.6505  0.00
C -4.3810 1.9510 5.9851  0.00
C -3.5249 1.2975 5.1156  0.00
C -0.7442 0.4714 3.8718  0.00
C -0.1143 1.4383 4.6576  0.00
C 0.9595 1.0966 5.4598  0.00
C 1.4195 -0.2167 5.4896  0.00
C 0.7904 -1.1890 4.7296  0.00
C -0.2940 -0.8432 3.9292  0.00
H -2.2285 2.6247 1.1219  0.00
H -0.9714 2.9713 2.3307  0.00
H -2.3875 2.8079 -0.9050  0.00
H -2.6445 4.4248 -2.7295  0.00
H -0.6684 5.6092 -3.6287  0.00
H 1.5707 5.1442 -2.6949  0.00
H 1.8441 3.4791 -0.9072  0.00
H 1.6657 0.0632 2.0350  0.00
H 3.7091 0.4899 3.3250  0.00
H 4.5400 2.8161 3.5927  0.00
H 3.2756 4.6900 2.5894  0.00
H 1.2684 4.2527 1.2503  0.00
H -3.4315 3.5995 2.6316  0.00
H -4.9393 4.7550 4.1785  0.00
H -5.5729 3.7069 6.3248  0.00
H -4.6517 1.4871 6.9250  0.00
H -3.1301 0.3229 5.3811  0.00
H -0.4714 2.4623 4.6453  0.00
H 1.4479 1.8551 6.0584  0.00
H 2.2689 -0.4781 6.1080  0.00
H 1.1436 -2.2125 4.7521  0.00
H -0.7946 -1.6017 3.3381  0.00


DFT (the ωB97M-V functional and the def2-TZVPD basis) results for an isolated molecule of C21H17ClFN5O3.

Properties
- E_HOMO (Ha) = -0.2845
- multiplicity = 1

Each line ends with the natural charge from an NBO analysis.
Geometry (Å):
C -2.4191 0.0953 -0.4037  -0.63
C -1.1579 0.7334 -0.9271  0.02
C -1.1558 1.5615 -2.1028  -0.31
C 0.1588 1.9852 -2.3100  0.20
C 0.6311 2.7915 -3.4487  -0.43
C 1.6802 2.0855 -4.3325  -0.50
C 2.1735 2.8094 -5.5898  0.80
O 1.8133 3.9394 -5.8196  -0.59
O 3.0582 2.1028 -6.3888  -0.69
N 0.9054 1.5200 -1.2290  -0.51
C 0.1229 0.6814 -0.4124  0.03
C 0.4824 -0.1086 0.7595  -0.06
C 1.7748 -0.3165 1.2889  -0.21
C 3.0780 0.2383 0.8156  0.67
O 3.3248 1.2489 0.1546  -0.63
N 4.0751 -0.3752 1.5089  -0.59
C 3.5040 -1.0929 2.5283  0.42
N 4.2200 -1.6504 3.5115  -0.49
C 3.5142 -2.3414 4.3886  0.27
N 2.1873 -2.4157 4.4365  -0.50
C 1.5262 -1.7286 3.5461  0.42
N 0.1875 -1.7840 3.7643  -0.60
C -0.6105 -0.6719 3.9224  0.13
C -0.0857 0.6005 4.0631  -0.23
C -0.9434 1.7123 4.0470  -0.25
C -2.3389 1.5013 4.0119  0.36
F -3.1384 2.5493 4.1435  -0.31
C -2.9092 0.2075 3.9117  -0.10
Cl -4.5938 -0.0992 4.1733  0.04
C -1.9979 -0.8612 3.8507  -0.23
C 2.1299 -1.0925 2.4831  -0.20
H -3.2351 0.8355 -0.3579  0.23
H -2.2648 -0.3419 0.5796  0.21
H -2.6988 -0.6648 -1.1089  0.22
H -2.0159 1.7611 -2.7560  0.22
H 1.0458 3.7326 -3.0857  0.23
H -0.1955 3.0555 -4.0911  0.24
H 1.2182 1.1815 -4.7047  0.23
H 2.5244 1.8786 -3.7262  0.23
H 3.3087 2.6605 -7.1385  0.50
H 1.8540 1.7629 -0.9963  0.45
H -0.3406 -0.6055 1.2845  0.23
H 4.9264 0.1195 1.6576  0.42
H 4.0740 -2.8243 5.1744  0.18
H -0.0285 -2.5662 4.3515  0.41
H 0.9840 0.7651 4.0894  0.23
H -0.5697 2.6957 4.1104  0.23
H -2.3832 -1.8707 3.7730  0.23


DFT (the ωB97M-V functional and the def2-TZVPD basis) results for a cluster of 2 separate species, C30H29N3 in total.

Properties
- E_HOMO (Ha) = -0.1934
- multiplicity = 1

Each line ends with the natural charge from an NBO analysis.
Geometry (Å):
C -0.5970 0.4005 -2.6286  -0.59
C 0.0820 1.7017 -2.4631  -0.38
C -0.7411 2.8390 -2.4336  0.29
N -1.4819 3.7543 -2.5110  -0.47
C 1.4801 1.8986 -2.6123  0.11
C 2.3974 0.8086 -2.7059  -0.29
C 3.7619 1.0293 -2.7934  -0.15
C 4.2650 2.3406 -2.8078  -0.29
C 5.6793 2.5679 -2.8338  0.30
N 6.8354 2.7576 -2.8516  -0.39
C 3.3819 3.4291 -2.7818  -0.15
C 2.0143 3.2150 -2.6919  -0.27
H 0.0422 -0.4869 -2.7239  0.20
H -1.2998 0.2362 -1.7983  0.18
H -1.2224 0.4890 -3.5406  0.21
H 2.0167 -0.2132 -2.7353  0.20
H 4.4623 0.1889 -2.8392  0.21
H 3.7801 4.4487 -2.8227  0.22
H 1.3385 4.0711 -2.7264  0.22
C 0.0715 -3.5214 3.4665  -0.60
C 1.1956 -2.9744 2.5719  -0.13
C 2.5288 -3.0531 3.3426  -0.62
C 1.3378 -3.7902 1.2800  -0.59
C 0.8834 -1.5273 2.2069  0.46
N 1.6637 -0.5100 2.6075  -0.49
C 1.1893 0.7140 2.1458  0.09
C 0.0159 0.4568 1.4075  -0.03
C -0.6151 1.5103 0.7787  -0.19
C -0.0978 2.8028 0.9103  -0.17
C 1.0780 3.0385 1.6540  -0.19
C 1.7456 1.9762 2.2663  -0.21
C -0.2099 -0.9960 1.4477  -0.21
C -1.2421 -1.6927 0.8145  0.02
C -2.4575 -1.1395 0.2992  -0.18
C -3.2303 -0.1643 0.9858  -0.14
C -4.3736 0.3608 0.4014  -0.23
C -4.7753 -0.0515 -0.8717  0.05
C -5.9027 0.6351 -1.5595  -0.64
C -4.0994 -1.0975 -1.4978  -0.25
C -3.0005 -1.6828 -0.8986  -0.07
H -0.9064 -3.4654 2.9708  0.22
H 0.2622 -4.5700 3.7463  0.22
H 0.0159 -2.9325 4.3933  0.22
H 3.3599 -2.6743 2.7300  0.22
H 2.4791 -2.5005 4.2920  0.21
H 2.7523 -4.1043 3.5846  0.23
H 2.1323 -3.3572 0.6561  0.22
H 1.6134 -4.8308 1.5058  0.22
H 0.4178 -3.8047 0.6879  0.21
H 2.5236 -0.5682 3.1655  0.44
H -1.4978 1.3109 0.1641  0.24
H -0.6089 3.6350 0.4326  0.25
H 1.4597 4.0536 1.7563  0.23
H 2.6687 2.0998 2.8372  0.22
H -1.1355 -2.7779 0.7361  0.21
H -2.9357 0.1323 1.9966  0.23
H -4.9406 1.1340 0.9177  0.23
H -6.1150 0.1480 -2.5115  0.22
H -6.8061 0.6162 -0.9439  0.23
H -5.6550 1.6827 -1.7601  0.24
H -4.4446 -1.4324 -2.4726  0.22
H -2.5395 -2.5641 -1.3425  0.21


DFT (the ωB97M-V functional and the def2-TZVPD basis) results for a cluster of 2 separate species, C4H9N3S in total.

Properties
- E_HOMO (Ha) = -0.3225
- multiplicity = 1

Each line ends with the natural charge from an NBO analysis.
Geometry (Å):
C -0.0706 -1.1339 1.4201  -0.40
C 0.4858 0.3917 -0.2727  0.34
C -0.2839 1.7004 -0.1762  -0.25
C -1.7420 2.0090 -0.1016  -0.45
H 0.9825 -1.3098 1.5587  0.22
H -0.3571 -0.2649 2.0682  0.20
H -0.4070 -2.0088 1.7689  0.21
H -1.2824 -2.3426 -1.2784  0.10
H 0.5129 2.6432 -0.1935  0.23
H -2.6900 1.2598 -0.2101  0.25
H -1.7067 3.2416 -0.0026  0.24
H 3.0167 -0.5119 -1.3260  0.35
H 1.4672 -1.3428 -1.6396  0.24
N -0.2966 -0.7752 -0.0795  -0.65
N 1.7945 0.5265 -0.3152  -0.26
N 2.3819 -0.7862 -0.5550  -0.58
S -1.8052 -1.2962 -0.6656  0.22


DFT (the ωB97M-V functional and the def2-TZVPD basis) results for a structure of composition C30H55F4N12O8S4.

Properties
- total charge = +3
- E_HOMO (Ha) = -0.5535
- multiplicity = 1

Each line ends with the Mulliken charge.
Geometry (Å):
C 7.5439 -3.1089 3.9779  -1.36
C 6.1897 -2.5056 4.2004  -0.06
N 5.0500 -3.5104 4.4395  0.23
C 5.1029 -4.8665 4.4950  -0.26
C 3.8776 -5.3377 4.8938  -0.64
N 3.0552 -4.1917 4.9809  0.24
C 3.7997 -3.0967 4.7375  -0.27
C 1.6810 -4.2724 5.5114  -0.87
H 7.6881 -3.9868 4.5967  0.37
H 8.3269 -2.4521 4.4474  0.35
H 7.9073 -3.3346 2.9678  0.34
H 5.9124 -1.9306 3.3601  0.28
H 6.1566 -1.9201 5.1245  0.35
H 6.0156 -5.4011 4.2869  0.44
H 3.4955 -6.3471 4.9624  0.42
H 3.4142 -2.1061 4.6905  0.45
H 1.2247 -3.3144 5.3007  0.34
H 1.6189 -4.5029 6.6048  0.31
H 1.1603 -5.0313 4.9622  0.34
C -0.8107 6.1534 3.3383  -1.08
C -1.0665 4.6237 3.4766  -0.24
N -2.3963 4.2661 4.1099  0.36
C -3.6172 4.2984 3.4728  -0.51
C -4.6108 4.3120 4.4212  -0.56
N -3.9404 4.3841 5.6635  0.13
C -2.6171 4.3665 5.3975  -0.09
C -4.6889 4.3364 6.9245  -0.73
H -0.0382 6.3349 2.5687  0.33
H -0.5211 6.6885 4.2589  0.34
H -1.6709 6.7476 2.9876  0.34
H -0.3612 4.1922 4.2343  0.30
H -0.9045 4.1799 2.5105  0.14
H -3.7536 4.2591 2.4290  0.59
H -5.6379 4.5257 4.3998  0.42
H -1.7152 4.3488 6.0502  0.36
H -5.7291 4.3930 6.6192  0.26
H -4.3395 5.1666 7.5710  0.33
H -4.4879 3.3522 7.4451  0.32
C -3.4337 -2.0365 -4.0807  -1.24
C -3.1905 -0.5289 -4.0465  -0.15
N -3.5767 0.0784 -5.2886  0.35
C -2.8082 1.0168 -6.0185  -0.28
C -3.5597 1.5265 -7.0089  -0.54
N -4.8194 0.8768 -6.9047  0.05
C -4.8196 0.1235 -5.8098  -0.11
C -6.0880 1.1839 -7.6580  -0.84
H -2.9323 -2.4944 -4.9369  0.38
H -4.5148 -2.1483 -4.2199  0.39
H -3.0749 -2.4344 -3.1295  0.27
H -2.0681 -0.4890 -3.9270  0.15
H -3.7471 0.0082 -3.2949  0.34
H -1.7815 1.2438 -5.6695  0.40
H -3.2697 2.2073 -7.7841  0.44
H -5.5815 -0.5061 -5.3708  0.37
H -6.6931 1.7361 -6.9702  0.37
H -6.4878 0.2303 -8.0193  0.32
H -5.8516 1.8389 -8.5085  0.33
C 2.5806 -6.9710 -3.1019  -1.26
C 2.2208 -6.4579 -1.6895  -0.44
N 0.9518 -5.7701 -1.6769  0.35
C -0.1764 -6.4996 -2.0108  -0.34
C -1.2074 -5.8853 -1.5145  -0.77
N -0.7069 -4.7247 -0.8996  0.35
C 0.5943 -4.8036 -0.8987  0.05
C -1.5362 -3.8762 -0.0735  -1.09
H 1.9867 -7.8498 -3.3389  0.36
H 3.6142 -7.3464 -3.1998  0.39
H 2.4480 -6.1814 -3.8140  0.36
H 2.9786 -5.7651 -1.3662  0.36
H 2.0340 -7.3353 -1.0609  0.36
H -0.0187 -7.4615 -2.4734  0.42
H -2.2404 -6.0670 -1.4317  0.52
H 1.2531 -4.0858 -0.3928  0.16
H -2.5866 -4.0550 -0.3308  0.30
H -1.2715 -2.8888 -0.1656  0.44
H -1.4419 -4.0950 0.9498  0.47
C 5.2929 4.1154 -2.6315  -1.23
C 4.2505 3.1943 -3.0845  -0.19
N 2.9424 3.5475 -2.6016  0.20
C 2.2329 2.7319 -1.7392  -0.79
C 1.1447 3.4910 -1.3595  -0.66
N 1.2297 4.6726 -2.0035  0.21
C 2.3397 4.6840 -2.8166  -0.10
C 0.2985 5.7812 -1.9664  -0.74
H 5.2257 5.1603 -2.9383  0.36
H 6.2688 3.7737 -2.9463  0.39
H 5.4099 4.1644 -1.4989  0.31
H 4.4156 2.1998 -2.6084  0.22
H 4.2464 3.1862 -4.1738  0.26
H 2.5347 1.7449 -1.3839  0.57
H 0.3039 3.2345 -0.7305  0.76
H 2.5223 5.4671 -3.5287  0.47
H 1.0278 6.6272 -2.1718  0.40
H -0.0765 5.9192 -0.9341  0.27
H -0.5183 5.8423 -2.7252  0.24
N -2.3655 3.4079 -1.1791  -0.36
S -2.8457 3.2074 -2.6692  1.17
O -2.7086 4.4685 -3.3858  -0.65
O -3.9855 2.3216 -2.8464  -0.61
F -1.6307 2.2465 -3.1964  -0.27
S -3.1154 2.5081 -0.0845  0.88
O -4.5100 2.5002 -0.2445  -0.61
O -2.5011 2.7982 1.1737  -0.43
F -2.6385 1.1235 -0.4608  -0.08
N 1.3134 -1.3383 2.2370  -0.42
S 2.1477 -2.4023 1.4751  1.15
O 3.3719 -2.6003 2.0643  -0.45
O 2.2247 -2.4770 0.0933  -0.72
F 1.2290 -3.7143 1.7722  -0.33
S -0.3022 -1.0818 2.3711  1.10
O -0.9358 -0.8692 1.0330  -0.47
O -0.4701 -0.1152 3.4469  -0.53
F -0.8602 -2.5470 2.9597  -0.28


DFT (the ωB97M-V functional and the def2-TZVPD basis) results for a structure of composition C30H33N7O5STi.

Properties
- E_HOMO (Ha) = -0.2912
- multiplicity = 1

Each line ends with the Mulliken charge.
Geometry (Å):
Ti 0.3613 -0.7730 0.0455  -1.23
C 3.6304 -0.5444 0.2463  -1.70
C 2.3923 -1.4306 0.1873  -0.27
N 0.0266 -2.6549 -0.1806  0.10
C -0.9891 -3.3831 0.5223  -1.48
C -0.9616 -3.0016 1.9717  0.66
C -1.6144 -3.7973 2.9043  -1.20
C -1.5301 -3.4648 4.2370  -0.64
C -0.7774 -2.3577 4.5851  -1.02
C -0.1763 -1.5912 3.5992  1.19
C 0.5998 -0.3741 4.0469  -1.83
N 1.7297 -0.0839 3.2129  0.25
C 2.8862 -0.9417 3.3517  -0.75
C 4.0754 -0.2821 2.6512  -1.15
N 3.7056 0.3549 1.3984  0.08
N -0.2817 -1.8946 2.2913  0.70
H 3.6742 0.0775 -0.6465  0.35
H 4.5278 -1.1900 0.2243  0.41
H 2.4222 -2.2318 0.9289  0.72
H 2.4286 -1.9510 -0.7863  0.67
H 0.4349 -3.1778 -0.9415  0.25
H -0.8329 -4.4627 0.4435  0.67
H -2.0091 -3.1888 0.1523  0.33
H -2.1639 -4.6665 2.5680  0.50
H -2.0160 -4.0656 4.9949  0.43
H -0.6455 -2.0783 5.6216  0.47
H 0.8609 -0.5342 5.1048  0.52
H -0.0753 0.4875 4.0258  0.26
H 2.0028 0.8850 3.2950  0.33
H 2.6577 -1.9171 2.9161  0.32
H 3.1581 -1.1220 4.4048  0.47
H 4.8718 -1.0337 2.5291  0.39
H 4.4710 0.4957 3.3113  0.43
H 4.3810 1.0785 1.1902  0.27
O -3.6884 -1.3245 -1.2990  -0.69
C -2.5140 -1.0569 -1.1524  -0.57
N -1.8561 -0.6017 -0.0459  1.16
C -2.5327 -0.1232 1.0435  -0.75
O -3.6633 -0.3321 1.4216  -0.69
C -1.6566 0.8995 1.7376  0.36
C -2.1924 1.8485 2.5866  -0.69
C -1.3749 2.8874 3.0053  -0.87
C -0.0636 2.9376 2.5568  -1.06
C 0.4106 1.9204 1.7436  -1.28
N -0.3748 0.9106 1.3641  3.01
C -1.5689 -1.1675 -2.3346  0.60
C -2.0532 -1.4519 -3.5953  -0.81
C -1.1596 -1.4882 -4.6557  -0.58
C 0.1780 -1.2283 -4.4182  -0.94
C 0.5844 -0.9419 -3.1241  -0.27
N -0.2753 -0.9238 -2.1075  1.29
H -3.2354 1.7667 2.8585  0.60
H -1.7640 3.6645 3.6507  0.43
H 0.5937 3.7548 2.8193  0.56
H 1.4294 1.9014 1.3807  0.66
H -3.1134 -1.6272 -3.7100  0.60
H -1.5075 -1.7060 -5.6572  0.44
H 0.9079 -1.2298 -5.2153  0.49
H 1.6151 -0.6982 -2.8971  0.31
C -3.0310 3.3796 -5.0229  -1.58
C -1.8333 3.0524 -4.1737  1.13
C -1.9481 2.9193 -2.7918  -1.09
C -0.8474 2.6031 -2.0131  -0.21
C 0.3873 2.4123 -2.6167  -0.03
C 0.5256 2.5460 -3.9889  -0.57
C -0.5826 2.8689 -4.7569  -0.65
S 1.7720 1.9232 -1.6258  1.58
O 2.7762 1.4055 -2.5200  -0.72
O 2.1371 3.0186 -0.7687  -0.82
O 1.1636 0.8174 -0.8022  -0.42
H -3.9319 3.4705 -4.4179  0.35
H -3.2038 2.6034 -5.7704  0.33
H -2.8853 4.3200 -5.5570  0.36
H -2.9153 3.0521 -2.3216  0.32
H -0.9524 2.4818 -0.9418  0.27
H 1.4939 2.3813 -4.4425  0.53
H -0.4749 2.9700 -5.8309  0.39